No. 1
Density functional theory data (ωB97M-V/def2-TZVPD) for a cluster of 2 separate species, C4H8NO2 in total in a non-equilibrium geometry.

The geometry in XYZ format:
```
15
C4H8NO2 ωB97M-V/def2-TZVPD
O -3.622 -0.190 -0.619
C -2.942 -0.536 0.472
N -1.835 -0.017 1.049
C -0.014 -0.140 -0.861
C 1.113 -0.307 0.252
C 2.215 0.850 0.141
O 3.102 0.667 -0.888
H -3.344 -1.328 1.196
H 0.225 0.662 -1.581
H -1.014 0.200 -0.182
H -0.272 -1.010 -1.461
H 1.516 -1.334 0.204
H 0.484 -0.141 1.106
H 2.746 0.890 1.128
H 1.641 1.734 0.045
```

Results
- net charge = -1
- relative energy (zero: lowest compared OMol25 entry of this formula, charge and spin) (kcal/mol) = 175.3
- electronic energy (Eh) = -362.2449
- LUMO energy (eV) = 0.73
- gap between HOMO and LUMO (eV) = 3.8

***

No. 2
Density functional theory data (ωB97M-V/def2-TZVPD) for a cluster of 2 separate species, C22H26ClF13N3O3S3 in total in a non-equilibrium geometry.

The geometry in XYZ format:
```
71
C22H26ClF13N3O3S3 ωB97M-V/def2-TZVPD
O -6.572 2.006 0.479
O -5.395 1.304 0.844
C -5.241 0.183 0.018
C -3.894 0.150 -0.678
N -3.314 -1.057 -0.800
C -2.128 -1.295 -1.412
C -1.650 -2.717 -1.469
C -0.815 -3.162 -0.266
C -1.495 -3.254 1.092
F -0.575 -3.733 1.958
F -1.864 -2.021 1.506
C -2.670 -4.236 1.172
F -3.629 -3.887 0.279
F -2.177 -5.411 0.747
C -3.359 -4.509 2.570
F -4.628 -4.853 2.330
F -2.752 -5.581 3.096
C -3.321 -3.428 3.692
F -3.689 -4.060 4.808
F -2.112 -2.936 3.903
S -4.551 -1.992 3.490
F -3.383 -0.969 3.199
F -4.433 -1.662 5.026
F -5.739 -2.974 3.775
F -4.651 -2.299 1.920
F -5.582 -0.830 3.283
C -1.424 -0.212 -1.938
C -0.084 -0.309 -2.619
C 1.078 0.165 -1.721
C 1.226 1.685 -1.709
S 2.813 2.190 -1.028
C 2.279 3.077 0.412
S 1.026 2.550 1.324
N 2.955 4.223 0.715
C 4.214 4.602 0.249
C 4.482 5.806 0.805
N 3.408 6.220 1.600
C 2.536 5.267 1.535
C -2.003 1.053 -1.827
C -3.232 1.248 -1.217
Cl -3.871 2.838 -1.209
H -6.279 2.632 -0.203
H -5.305 -0.701 0.650
H -6.019 0.119 -0.739
H -3.798 -1.860 -0.409
H -0.988 -2.763 -2.323
H -2.461 -3.390 -1.723
H -0.309 -4.102 -0.449
H -0.027 -2.427 -0.108
H 0.139 -1.296 -3.003
H -0.122 0.345 -3.488
H 2.000 -0.248 -2.120
H 0.951 -0.173 -0.696
H 0.462 2.104 -1.060
H 1.111 2.118 -2.700
H 4.809 4.012 -0.420
H 5.371 6.393 0.690
H 1.597 5.292 2.056
H -1.477 1.898 -2.240
C 6.772 0.098 -1.045
C 6.537 1.427 -1.747
C 7.742 1.847 -2.573
O 6.221 2.438 -0.785
H 7.618 0.174 -0.358
H 5.898 -0.184 -0.457
H 6.983 -0.696 -1.763
H 5.661 1.348 -2.393
H 8.618 1.975 -1.932
H 7.555 2.801 -3.066
H 7.979 1.102 -3.334
H 6.978 2.534 -0.196
```

Results
- net charge = +1
- electronic energy (Eh) = -4196.5211
- LUMO energy (eV) = -4.30
- gap between HOMO and LUMO (eV) = 6.6

***

No. 3
Density functional theory data (ωB97M-V/def2-TZVPD) for a cluster of 2 separate species, C3H12NOS in total.

The geometry in XYZ format:
```
18
C3H12NOS ωB97M-V/def2-TZVPD
C -2.069 1.386 1.127
C -0.932 0.580 0.508
C -0.890 0.724 -1.006
S 0.700 0.122 -1.625
N -0.928 -0.852 0.925
H -1.719 2.414 1.216
H -2.989 1.358 0.537
H -2.264 1.027 2.131
H 0.012 1.002 0.873
H -1.029 1.787 -1.224
H -1.716 0.178 -1.445
H 0.592 0.622 -2.866
H -1.167 -0.940 1.961
H 0.028 -1.236 0.809
H -1.600 -1.410 0.362
H 3.435 -1.198 1.999
H 3.371 -2.589 1.419
O 3.003 -1.708 1.308
```

Results
- net charge = 0
- relative energy (zero: lowest compared OMol25 entry of this formula, charge and spin) (kcal/mol) = 5.9
- <S²> = 0.75
- multiplicity = 2
- electronic energy (Eh) = -649.5532
- LUMO energy (alpha / beta) (eV) = 0.73 / 0.60
- gap between HOMO and LUMO (alpha / beta) (eV) = 4.1 / 10.0

***

No. 4
Density functional theory data (ωB97M-V/def2-TZVPD) for a cluster of 2 separate species, C5H10O in total.

The geometry in XYZ format:
```
16
C5H10O ωB97M-V/def2-TZVPD
C 1.193 0.213 0.975
C -0.289 0.442 0.828
C -1.130 -0.464 1.307
O -2.486 -0.295 1.351
H 1.367 -0.096 2.012
H 1.601 -0.562 0.313
H 1.762 1.131 0.798
H -0.668 1.371 0.409
H -0.745 -1.421 1.666
H -2.843 -0.962 1.946
C 0.969 0.387 -2.036
C -0.226 -0.173 -1.880
H 1.104 1.467 -2.107
H 1.880 -0.206 -2.034
H -0.345 -1.239 -1.691
H -1.143 0.407 -1.858
```

Results
- net charge = 0
- relative energy (zero: lowest compared OMol25 entry of this formula, charge and spin) (kcal/mol) = 51.3
- electronic energy (Eh) = -271.6708
- LUMO energy (eV) = 0.84
- gap between HOMO and LUMO (eV) = 9.2
- SMILES = C/C=C/O.C=C

***

No. 5
Density functional theory data (ωB97M-V/def2-TZVPD) for a structure of composition C27H52LuN5O5P in a non-equilibrium geometry.

The geometry in XYZ format:
```
91
C27H52LuN5O5P ωB97M-V/def2-TZVPD
Lu 13.299 13.370 6.986
C 17.247 12.897 4.845
C 17.026 13.020 6.354
N 15.824 13.314 6.924
C 16.051 13.495 8.288
C 17.409 13.292 8.575
N 17.949 12.995 7.330
C 18.324 13.215 9.735
O 17.968 13.689 10.905
O 19.420 12.781 9.558
C 15.020 13.947 9.293
O 15.432 14.068 10.440
O 13.809 14.166 8.902
H 18.129 13.549 4.597
H 16.389 13.419 4.361
H 17.402 11.916 4.514
H 18.906 12.513 7.169
H 17.010 13.937 10.918
C 14.719 16.964 6.775
C 14.276 16.306 5.500
C 14.538 16.898 4.119
O 13.745 15.174 5.512
H 15.802 17.134 6.719
H 14.490 16.272 7.666
H 14.250 17.993 6.932
H 13.855 17.784 3.971
H 14.292 16.193 3.340
H 15.527 17.289 4.038
C 13.963 8.370 4.842
C 14.566 8.839 6.123
C 15.377 7.635 6.756
C 15.586 9.923 5.776
P 13.399 9.819 7.215
N 13.177 11.300 6.734
C 11.633 8.936 7.162
C 11.019 9.307 5.828
C 10.625 9.601 8.120
C 11.537 7.356 7.227
C 13.823 9.673 9.106
C 15.281 10.163 9.123
C 13.110 10.653 9.997
C 13.795 8.202 9.619
H 14.821 8.028 4.270
H 13.459 9.165 4.299
H 13.216 7.576 4.881
H 16.085 7.373 5.963
H 14.703 6.751 7.003
H 16.038 7.822 7.606
H 16.347 9.482 5.133
H 16.186 10.361 6.612
H 15.022 10.673 5.229
H 11.182 10.400 5.677
H 9.931 9.119 5.792
H 11.415 8.859 4.941
H 10.682 10.682 8.099
H 10.679 9.296 9.195
H 9.674 9.273 7.880
H 12.193 7.018 6.460
H 10.502 7.106 6.962
H 11.861 6.883 8.203
H 15.297 11.126 8.540
H 16.003 9.522 8.596
H 15.632 10.291 10.125
H 13.687 10.779 10.877
H 12.035 10.435 10.212
H 13.036 11.651 9.518
H 14.338 7.571 8.946
H 12.750 7.933 9.544
H 14.185 8.060 10.637
C 10.643 15.986 8.243
C 10.231 14.663 8.936
N 9.342 13.857 8.067
C 8.068 13.366 8.631
C 8.119 11.903 9.128
C 9.847 13.282 6.960
C 8.965 12.495 5.966
N 11.066 13.300 6.624
H 11.565 16.296 8.723
H 9.872 16.732 8.316
H 10.927 15.905 7.190
H 9.671 15.046 9.851
H 11.110 14.054 9.194
H 7.284 13.308 7.866
H 7.770 14.073 9.379
H 8.261 11.411 8.201
H 7.134 11.593 9.505
H 8.840 11.646 9.885
H 7.863 12.668 6.204
H 9.225 11.439 6.027
H 9.199 12.963 4.996
H 11.142 12.673 5.803
```

Results
- net charge = +1
- electronic energy (Eh) = -3286.8224
- LUMO energy (eV) = -2.69
- gap between HOMO and LUMO (eV) = 7.9

***

No. 6
Density functional theory data (ωB97M-V/def2-TZVPD) for a structure of composition C29H32ClCsN4O4P in a non-equilibrium geometry.

The geometry in XYZ format:
```
72
C29H32ClCsN4O4P ωB97M-V/def2-TZVPD
Cs -1.029 -0.210 1.171
N -0.123 1.437 3.663
C 0.499 2.653 3.120
C -0.512 3.491 2.355
N -1.001 2.796 1.171
C -1.871 3.614 0.337
C -2.212 2.898 -0.960
N -2.992 1.680 -0.697
H -0.956 1.689 4.188
H 0.511 1.003 4.324
H 1.296 2.349 2.437
H 0.941 3.286 3.898
H -0.027 4.414 2.031
H -1.328 3.774 3.041
H -1.532 1.990 1.481
H -1.344 4.538 0.093
H -2.807 3.893 0.850
H -1.276 2.614 -1.444
H -2.731 3.600 -1.622
H -3.212 1.222 -1.573
H -3.880 1.938 -0.279
O -2.359 -4.132 -1.093
C -2.183 -3.193 -0.173
O -1.312 -2.359 -0.214
C -3.178 -3.231 0.948
C -4.103 -4.245 1.168
C -4.931 -4.128 2.274
C -4.824 -3.017 3.100
C -3.880 -2.047 2.779
N -3.081 -2.172 1.733
C -3.644 -0.744 3.502
O -4.234 -0.547 4.679
O -2.935 0.100 3.021
H -1.685 -4.018 -1.784
H -4.165 -5.090 0.498
H -5.662 -4.896 2.489
H -5.483 -2.929 3.954
H -4.763 -1.295 4.978
Cl 1.510 -1.991 1.283
C 3.112 -1.770 0.659
C 4.138 -2.606 1.060
C 5.404 -2.409 0.529
C 5.625 -1.393 -0.388
C 4.583 -0.566 -0.783
C 3.304 -0.742 -0.265
P 1.844 0.303 -0.650
C 2.594 1.551 -1.764
C 2.984 2.757 -1.183
C 3.587 3.746 -1.944
C 3.789 3.545 -3.302
C 3.393 2.353 -3.892
C 2.799 1.359 -3.129
C 0.973 -0.758 -1.869
C -0.264 -0.288 -2.309
C -1.040 -1.029 -3.184
C -0.583 -2.263 -3.633
C 0.649 -2.738 -3.205
C 1.427 -1.989 -2.330
H 3.954 -3.395 1.777
H 6.218 -3.051 0.838
H 6.613 -1.246 -0.803
H 4.765 0.226 -1.498
H 2.812 2.917 -0.124
H 3.893 4.676 -1.483
H 4.252 4.318 -3.902
H 3.550 2.195 -4.952
H 2.499 0.430 -3.599
H -0.613 0.676 -1.955
H -1.994 -0.648 -3.525
H -1.178 -2.839 -4.332
H 1.020 -3.686 -3.573
H 2.389 -2.370 -2.012
```

Results
- net charge = +1
- relative energy (zero: lowest compared OMol25 entry of this formula, charge and spin) (kcal/mol) = 28.4
- electronic energy (Eh) = -2465.8268
- LUMO energy (eV) = -3.05
- gap between HOMO and LUMO (eV) = 7.4

***

No. 7
Density functional theory data (ωB97M-V/def2-TZVPD) for the ion C4H11N2 with charge +1 in a non-equilibrium geometry.

The geometry in XYZ format:
```
17
C4H11N2 ωB97M-V/def2-TZVPD
C -0.863 -1.189 -0.985
C -1.312 0.263 -0.677
C -0.621 0.809 0.581
C 0.892 1.126 0.642
N 1.559 0.061 1.384
N 0.495 -1.324 -1.199
H -0.274 -1.579 -0.041
H -1.524 -1.831 -1.551
H -2.382 0.238 -0.495
H -1.094 0.817 -1.586
H -0.737 0.087 1.402
H -1.169 1.707 0.924
H 1.027 2.039 1.207
H 1.357 1.196 -0.345
H 0.629 -1.997 -1.973
H 1.655 -0.727 0.762
H 2.362 0.305 1.950
```

Results
- net charge = +1
- relative energy (zero: lowest compared OMol25 entry of this formula, charge and spin) (kcal/mol) = 138.5
- electronic energy (Eh) = -268.0841
- LUMO energy (eV) = -7.77
- gap between HOMO and LUMO (eV) = 5.2

***

No. 8
Density functional theory data (ωB97M-V/def2-TZVPD) for a cluster of 9 separate species, C35H56N2O21 in total in a non-equilibrium geometry.

The geometry in XYZ format:
```
114
C35H56N2O21 ωB97M-V/def2-TZVPD
C 4.418 1.583 -4.621
C 3.858 1.626 -3.194
C 2.727 2.594 -3.215
O 1.643 1.807 -2.762
C 1.886 0.535 -2.611
O 1.117 -0.412 -2.316
O 3.191 0.410 -2.858
H 4.635 2.538 -5.034
H 3.597 1.263 -5.223
H 5.174 0.817 -4.789
H 4.760 1.896 -2.646
H 2.671 3.043 -4.139
H 2.959 3.339 -2.427
C -0.680 5.615 -0.546
C -0.105 4.372 -1.061
C -1.177 3.329 -1.490
O -1.052 3.381 -2.880
C -0.005 4.143 -3.252
O 0.365 4.444 -4.381
O 0.599 4.687 -2.217
H 0.162 6.052 0.061
H -1.542 5.486 0.081
H -0.996 6.124 -1.490
H 0.612 4.049 -0.294
H -2.235 3.448 -1.184
H -0.859 2.334 -1.219
C 2.976 3.223 0.737
C 3.289 1.715 0.708
C 4.698 1.304 0.173
O 5.454 0.902 1.290
C 4.674 0.817 2.317
O 5.049 0.368 3.387
O 3.444 1.118 1.994
H 2.041 3.378 1.234
H 2.964 3.695 -0.222
H 3.760 3.783 1.299
H 2.604 1.144 0.122
H 5.166 2.207 -0.216
H 4.688 0.491 -0.588
C -2.144 0.053 -2.502
C -3.152 -1.186 -2.513
C -3.731 -1.441 -3.914
O -3.696 -2.842 -4.094
C -2.787 -3.285 -3.260
O -2.386 -4.419 -3.394
O -2.483 -2.444 -2.302
H -2.493 0.957 -2.929
H -1.242 -0.211 -3.117
H -1.876 0.286 -1.479
H -3.906 -1.094 -1.723
H -3.094 -1.095 -4.726
H -4.664 -1.025 -3.905
C 2.170 -1.993 3.823
C 1.948 -1.454 5.216
C 0.784 -0.444 5.371
O 0.131 -0.978 6.470
C 0.646 -2.134 6.832
O 0.226 -2.800 7.792
O 1.665 -2.483 6.054
H 1.154 -1.986 3.278
H 2.484 -3.024 3.948
H 2.864 -1.482 3.162
H 2.842 -0.823 5.589
H 0.055 -0.559 4.598
H 1.051 0.588 5.673
C 0.544 -3.586 -1.719
C 1.978 -3.928 -1.200
C 3.077 -3.225 -2.105
O 3.849 -2.526 -1.191
C 3.342 -2.590 -0.005
O 3.806 -2.071 0.956
O 2.211 -3.278 -0.027
H -0.266 -4.118 -1.217
H 0.486 -3.825 -2.748
H 0.269 -2.510 -1.591
H 2.054 -5.045 -1.042
H 2.585 -2.578 -2.728
H 3.590 -4.008 -2.696
C 0.216 -0.795 0.887
O 0.242 -0.119 2.163
C 0.117 1.226 2.228
O -0.108 1.982 1.067
O 0.250 1.700 3.482
C 0.041 3.104 3.648
H 0.960 -0.344 0.307
H -0.631 -0.576 0.264
H 0.404 -1.897 0.969
H -0.307 3.282 4.659
H -0.739 3.496 2.970
H 0.826 3.735 3.460
C -5.183 -4.235 -1.038
C -4.601 -4.958 0.104
C -3.118 -4.943 0.116
C -2.558 -3.638 0.374
N -2.155 -2.558 0.601
H -4.570 -4.644 -1.959
H -5.106 -3.109 -1.050
H -6.227 -4.519 -1.194
H -4.974 -5.963 0.017
H -4.944 -4.513 1.092
H -2.879 -5.159 -0.862
H -2.677 -5.764 0.733
C -3.870 -0.018 1.041
C -4.262 1.458 1.149
C -3.477 2.003 2.280
C -3.956 3.365 2.583
N -4.338 4.474 2.807
H -3.766 -0.544 1.984
H -2.920 -0.237 0.510
H -4.634 -0.538 0.537
H -5.391 1.526 1.381
H -4.064 2.021 0.269
H -2.408 2.177 2.045
H -3.620 1.484 3.207
```

Results
- net charge = 0
- relative energy (zero: lowest compared OMol25 entry of this formula, charge and spin) (kcal/mol) = 0.0
- electronic energy (Eh) = -3056.6996
- LUMO energy (eV) = 0.16
- gap between HOMO and LUMO (eV) = 10.3
- SMILES = C[C@H]1COC(=O)O1.C[C@H]1COC(=O)O1.C[C@H]1COC(=O)O1.C[C@H]1COC(=O)O1.C[C@H]1COC(=O)O1.C[C@H]1COC(=O)O1.COC(=O)OC.CCCC#N.CCCC#N